--- one ---
Below is C3H6N2O as an isolated structure, with properties calculated with ωB97M-V/def2-TZVPD.

HOMO level (spin up / spin down), eV: -8.53 / -8.53
Frontier orbital gap (spin up / spin down), hartree: 0.2831 / 0.2832
Total charge: 0

Last column: Löwdin charge in e.
Cartesian coordinates (Å):
O1 2.49 -0.40 -0.50  0.005
C1 1.41 0.07 -0.17  -0.685
N1 0.95 1.25 0.18  0.069
C2 -1.19 0.46 -0.30  0.144
C3 -0.92 -0.63 0.63  -0.209
N2 0.26 -0.86 -0.19  0.040
H1 1.68 1.95 0.22  0.059
H2 -1.53 0.18 -1.29  0.099
H3 -1.25 1.51 -0.04  0.073
H4 -0.67 -0.33 1.65  0.129
H5 -1.60 -1.48 0.59  0.130
H6 0.34 -1.70 -0.75  0.146

---

--- two ---
Below is one molecule with the formula C3H6N2O, with properties calculated with ωB97M-V/def2-TZVPD.

HOMO level, eV: -9.38
Frontier orbital gap, hartree: 0.3729
Total charge: 0
SMILES string: C/N=C/NC=O

Last column: Löwdin charge in e.
Cartesian coordinates (Å):
C1 0.64 1.55 -1.27  -0.139
N1 -0.06 0.64 -0.42  -0.002
C2 0.57 -0.29 0.15  -0.224
N2 -0.09 -1.23 0.96  0.048
C3 -1.44 -1.15 1.27  -0.342
O1 -2.07 -0.15 1.46  0.056
H1 0.21 1.47 -2.28  0.077
H2 1.73 1.38 -1.33  0.070
H3 0.46 2.57 -0.92  0.077
H4 1.65 -0.50 0.05  0.130
H5 0.32 -2.15 0.99  0.123
H6 -1.90 -2.16 1.34  0.125

---

On energetic grounds, two is preferred over the next structure by 0.1057 hartree.

---

--- one ---
Below is one molecule with the formula C3H6N2O, with properties calculated with ωB97M-V/def2-TZVPD.

HOMO level, eV: -8.69
Frontier orbital gap, hartree: 0.3280
Total charge: 0

Last column: Löwdin charge in e.
Cartesian coordinates (Å):
C1 1.46 -0.53 0.23  -0.065
N1 0.49 0.11 -0.68  -0.059
C2 -0.99 -0.01 -0.39  -0.491
N2 -1.50 -0.76 -1.25  0.099
C3 -1.58 0.78 0.71  -0.220
O1 -0.97 1.61 1.35  0.045
H1 0.98 -1.39 0.69  0.094
H2 1.79 0.16 1.01  0.085
H3 2.32 -0.87 -0.35  0.084
H4 0.78 1.05 -0.94  0.143
H5 -0.05 -0.60 -1.56  0.163
H6 -2.66 0.57 0.88  0.121

---

--- two ---
Below is one molecule with the formula C3H6N2O, with properties calculated with ωB97M-V/def2-TZVPD.

HOMO level (spin up / spin down), eV: -8.51 / -9.00
Frontier orbital gap (spin up / spin down), hartree: 0.3074 / 0.3151
Total charge: 0

Last column: Löwdin charge in e.
Cartesian coordinates (Å):
O1 -1.37 0.66 1.79  -0.068
N1 -0.83 -0.54 1.34  0.040
C1 -0.35 -0.35 0.16  -0.421
C2 0.24 -1.37 -0.62  0.113
N2 1.53 0.37 -0.58  0.065
C3 0.21 0.94 -0.38  -0.246
H1 -1.47 0.52 2.74  0.094
H2 0.41 -1.25 -1.68  0.065
H3 0.04 -2.42 -0.34  0.089
H4 1.76 0.45 -1.57  0.049
H5 -0.32 1.29 -1.28  0.116
H6 0.15 1.70 0.41  0.104

---

On energetic grounds, one is preferred over the next structure by 0.0755 hartree.

---

--- one ---
Below is C3H6N2O as an isolated structure, with properties calculated with ωB97M-V/def2-TZVPD.

HOMO level, eV: -7.38
Frontier orbital gap, hartree: 0.2810
Total charge: 0

Last column: Löwdin charge in e.
Cartesian coordinates (Å):
N1 1.53 -0.10 0.06  0.150
C1 0.23 0.05 -0.68  -0.233
C2 -0.85 -1.01 -0.66  -0.165
O1 -1.79 0.00 -0.18  -0.025
C3 -0.69 0.82 0.09  -0.532
N2 -0.57 1.79 0.91  0.111
H1 1.46 0.19 1.06  0.146
H2 1.94 -1.04 0.01  0.152
H3 2.16 0.54 -0.41  0.143
H4 -1.18 -1.40 -1.64  0.101
H5 -0.77 -1.83 0.06  0.111
H6 -1.46 1.99 1.36  0.041

---

--- two ---
Below is C3H6N2O as an isolated structure, with properties calculated with ωB97M-V/def2-TZVPD.

HOMO level, eV: -8.41
Frontier orbital gap, hartree: 0.3428
Total charge: 0

Last column: Löwdin charge in e.
Cartesian coordinates (Å):
N1 0.60 1.88 -1.08  0.158
C1 0.17 0.74 -0.47  -0.621
O1 -1.08 0.58 -0.08  -0.001
N2 1.03 -0.22 -0.29  0.025
C2 0.54 -1.07 0.79  -0.249
C3 -0.85 -1.17 0.29  0.044
H1 1.60 1.94 -1.20  0.103
H2 0.04 2.70 -1.18  0.097
H3 1.15 -1.99 0.82  0.119
H4 0.59 -0.60 1.78  0.116
H5 -0.89 -1.83 -0.60  0.120
H6 -1.74 -1.13 0.89  0.089

---

On energetic grounds, two is preferred over the next structure by 0.0614 hartree.

---

--- one ---
Below is one molecule with the formula C3H6N2O, with properties calculated with ωB97M-V/def2-TZVPD.

HOMO level, eV: -8.96
Frontier orbital gap, hartree: 0.3647
Total charge: 0

Last column: Löwdin charge in e.
Cartesian coordinates (Å):
C1 -1.99 1.21 -0.06  -0.089
C2 -0.80 -0.71 0.32  -0.103
O1 -0.73 0.62 0.21  -0.183
N1 0.46 -1.20 0.31  0.007
C3 1.66 -0.53 0.03  -0.271
N2 2.67 -1.22 -0.30  0.093
H1 -1.80 2.25 -0.34  0.089
H2 -2.45 0.67 -0.90  0.081
H3 -2.65 1.16 0.81  0.087
H4 0.54 -2.21 0.28  0.121
H5 1.61 0.56 0.12  0.124
H6 3.47 -0.61 -0.48  0.044

---

--- two ---
Below is one molecule with the formula C3H6N2O, with properties calculated with ωB97M-V/def2-TZVPD.

HOMO level, eV: -8.59
Frontier orbital gap, hartree: 0.3333
Total charge: 0
SMILES string: C=C=C([O-])[NH2+]N

Last column: Löwdin charge in e.
Cartesian coordinates (Å):
C1 2.33 -0.55 -0.12  -0.007
C2 1.08 -0.20 -0.39  -0.162
C3 0.19 0.63 0.36  -0.435
O1 0.04 1.76 0.73  0.096
N1 -1.09 -0.34 0.26  -0.096
N2 -2.27 0.26 -0.25  0.033
H1 2.87 -0.23 0.78  0.058
H2 2.88 -1.21 -0.78  0.044
H3 -1.30 -0.82 1.13  0.140
H4 -0.27 -0.84 -0.56  0.161
H5 -2.18 0.30 -1.26  0.087
H6 -2.28 1.23 0.09  0.080

---

On energetic grounds, one is preferred over the next structure by 0.0900 hartree.

---

--- one ---
Below is C4H10I2N as an isolated structure, with properties calculated with ωB97M-V/def2-TZVPD.

HOMO level, eV: -13.30
Frontier orbital gap, hartree: 0.3458
Total charge: +1

Last column: Löwdin charge in e.
Cartesian coordinates (Å):
C1 -0.16 0.31 -2.54  -0.122
C2 0.35 -0.90 1.89  -0.046
C3 0.21 0.58 -1.16  -0.142
C4 -1.28 -0.02 0.19  -1.290
N1 -0.65 0.12 1.54  -0.153
I1 -2.73 1.47 0.08  0.942
I2 -2.07 -1.97 -0.10  0.938
H1 0.88 0.23 -3.15  0.165
H2 -0.88 1.01 -2.81  0.059
H3 -0.47 -0.70 -2.69  0.051
H4 0.73 -1.16 0.89  0.077
H5 1.16 -0.85 2.61  0.123
H6 -0.31 -1.76 2.11  0.058
H7 1.05 0.16 -0.67  0.061
H8 0.30 1.57 -0.76  0.070
H9 -0.24 0.99 1.45  0.100
H10 -1.28 0.22 2.27  0.108

---

--- two ---
Below is a 2-piece molecular cluster, C4H10I2N overall, with properties calculated with ωB97M-V/def2-TZVPD.

HOMO level, eV: -13.62
Frontier orbital gap, hartree: 0.2944
Total charge: +1

Last column: Löwdin charge in e.
Cartesian coordinates (Å):
C1 -0.56 1.07 1.62  -0.095
C2 -0.28 0.02 -2.31  -0.206
C3 0.26 -0.21 1.68  -0.419
C4 1.18 -0.41 0.59  -1.235
N1 -0.62 -0.69 -1.13  -0.048
I1 2.11 1.20 -0.34  1.069
I2 2.13 -2.16 0.19  1.031
H1 -0.03 1.90 1.91  0.046
H2 -1.29 0.98 2.42  0.096
H3 -1.07 1.02 0.65  0.068
H4 -0.96 -0.36 -3.03  0.079
H5 -0.44 1.07 -2.22  0.060
H6 0.83 -0.06 -2.67  0.085
H7 1.00 -0.32 2.60  0.187
H8 -0.29 -1.15 1.70  0.110
H9 -0.65 -1.68 -1.13  0.075
H10 -1.32 -0.21 -0.53  0.097

---

On energetic grounds, two is preferred over the next structure by 0.0165 hartree.